1.
ORCA calculation (the ωB97M-V functional and the def2-TZVPD basis) on a cluster of 3 separate species, C23H58BN3O5P in total in a non-equilibrium geometry.

Last column: Mulliken charge in e.
Atoms and positions in Å:
P -9.327 -2.309 -2.099  0.567
O 5.154 0.353 -2.032  -0.332
O 9.166 0.579 7.231  -0.355
O -9.941 -2.828 -3.643  -0.565
O -11.813 -0.675 -2.594  -0.455
O 7.154 2.185 2.534  -0.431
N -10.545 1.406 -3.422  -0.215
N -9.341 -0.516 -1.931  -0.905
N -10.473 -2.895 -0.828  -0.622
C -6.878 -0.216 -1.137  -0.655
C -12.021 1.768 -3.690  -0.810
C 10.444 1.207 7.269  -0.330
C 1.923 0.447 -3.087  -0.431
C 7.893 -0.113 2.047  -0.906
C 6.649 1.827 4.918  -0.892
C -2.557 -2.396 -3.109  -0.512
C 3.195 -0.494 -3.550  -0.364
C 11.601 0.223 7.321  -1.104
C 4.556 0.464 -3.384  -0.501
C -1.550 -1.298 -3.816  -0.737
C -5.326 -0.362 -1.713  -0.614
C -9.942 1.305 -4.807  -0.854
C 8.269 1.302 2.451  -0.190
C 8.774 0.521 9.661  -1.079
C 4.975 1.587 -1.253  -0.256
C 8.824 -0.238 8.347  -0.307
C -5.163 -1.894 -2.321  -0.126
C 6.146 1.851 3.486  -0.367
C -7.982 -0.016 -2.366  -0.467
C 0.652 -0.396 -2.465  -0.663
C 0.043 -1.532 -3.496  -0.324
C -4.094 -1.966 -3.572  -0.676
B -10.520 0.091 -2.667  0.888
H -11.315 -3.290 -1.341  0.365
H 7.287 -0.602 2.816  0.267
H 9.765 0.881 9.953  0.259
H 5.731 1.543 -0.338  -0.013
H -9.012 0.595 -4.890  0.268
H 12.556 0.749 7.239  0.390
H 5.376 0.109 -4.174  0.284
H -5.222 0.378 -2.620  0.267
H 10.529 1.797 6.350  0.340
H 7.151 2.767 5.167  0.257
H -10.805 -2.021 -0.347  0.271
H -9.443 -0.292 -0.897  0.563
H -9.538 2.397 -5.068  0.323
H -0.220 0.374 -2.215  0.295
H -7.163 -1.166 -0.502  0.310
H 8.403 -0.125 10.462  0.391
H -6.229 -2.251 -2.712  -0.079
H 0.289 -2.594 -3.023  0.329
H 5.669 0.903 3.217  0.283
H 11.608 -0.337 8.261  0.259
H -2.424 -2.486 -1.949  0.313
H 7.303 -0.107 1.124  0.149
H -12.253 -0.268 -1.767  0.331
H 2.324 1.151 -2.214  0.120
H -7.655 -0.684 -3.297  0.292
H 4.291 1.577 -3.676  0.307
H -1.951 -0.225 -3.478  0.283
H 8.789 -0.719 1.892  0.389
H -4.573 -0.121 -0.837  0.322
H -9.316 -2.627 -4.400  0.360
H 7.828 -0.643 8.140  0.316
H 0.629 -1.462 -4.529  0.219
H 0.906 -0.926 -1.435  0.273
H -12.657 1.847 -2.711  0.263
H 9.500 -1.097 8.410  0.293
H 3.110 -0.709 -4.714  0.288
H 5.243 2.575 -1.845  0.245
H 5.372 2.621 3.400  0.335
H -12.063 2.823 -4.246  0.293
H -12.531 1.009 -4.454  0.307
H -4.888 -2.654 -1.445  0.368
H -7.951 1.100 -2.719  0.364
H 11.525 -0.506 6.508  0.303
H 3.904 1.708 -0.775  0.170
H 10.495 1.919 8.099  0.317
H -4.525 -2.647 -4.423  0.383
H 7.371 1.020 5.075  0.168
H 5.818 1.674 5.613  0.432
H -2.364 -3.477 -3.569  0.242
H 8.121 1.395 9.579  0.297
H -1.713 -1.392 -4.993  0.248
H 8.938 1.717 1.689  0.328
H 3.285 -1.505 -2.965  0.250
H -10.700 1.022 -5.652  0.320
H 8.830 1.307 3.391  0.202
H -7.006 0.726 -0.439  0.350
H 1.655 1.134 -3.997  0.226
H -4.030 -0.861 -4.014  0.296

- Frontier orbital gap: 0.2538 Ha
- Largest force on an atom: 4.8 eV/Å
- HOMO level: -0.3817 Eh
- Total charge: +1

***

2.
ORCA calculation (the ωB97M-V functional and the def2-TZVPD basis) on a structure of composition C25H19Cl2ErN9O3.

Last column: Mulliken charge in e.
Atoms and positions in Å:
Er 0.082 0.210 0.123  0.982
Cl 6.567 -2.080 -1.014  -0.196
Cl 5.222 -4.475 0.604  -0.196
O 0.632 -1.266 -1.720  -0.252
O 3.796 2.115 -0.943  -0.736
O 0.509 -3.503 1.974  -0.719
N -1.692 2.919 -3.228  0.137
N -1.248 -0.431 2.077  -0.060
N -0.852 1.459 -1.873  0.097
N -4.751 -1.370 -1.509  -0.566
N 2.258 0.609 -0.055  0.161
N 0.559 2.613 0.429  -0.132
N 1.145 -1.373 1.266  -0.179
N -2.719 2.085 -2.963  -0.701
N -2.147 -0.747 -0.798  0.380
C -2.802 -1.815 3.885  -0.379
C 0.009 4.926 0.593  -0.860
C -4.175 -0.259 -1.949  -0.412
C -1.672 -2.404 3.343  -0.664
C 4.310 -0.725 -0.496  -0.870
C -0.907 -1.675 2.448  0.031
C 2.110 4.252 -0.338  -0.524
C -3.150 -0.526 3.506  -0.908
C -4.034 -2.181 -0.739  -0.469
C -0.289 3.587 0.769  0.110
C 2.442 -1.635 0.748  0.266
C 0.362 -2.294 1.852  0.557
C 3.042 -0.567 0.039  -0.049
C 3.129 -2.824 0.917  -0.566
C 1.745 2.935 -0.110  0.229
C -2.867 0.046 -1.602  0.312
C -2.166 1.225 -2.145  0.245
C -0.592 2.547 -2.581  -0.433
C 4.989 -1.929 -0.323  0.167
C 4.407 -2.968 0.379  0.042
C 2.729 1.807 -0.435  0.429
C 1.229 5.259 0.024  -0.502
C 0.684 -2.711 -1.705  -0.701
C -2.347 0.127 2.589  0.101
C -2.734 -1.868 -0.373  -0.390
H -4.740 0.403 -2.593  0.509
H 4.782 0.079 -1.037  0.678
H -2.171 -2.531 0.273  0.387
H 0.048 -3.105 -2.497  0.271
H -4.494 -3.098 -0.392  0.420
H 1.497 6.297 -0.129  0.460
H -1.817 3.697 -3.858  0.206
H 1.244 -0.918 -2.382  0.300
H 0.335 -3.043 -0.731  0.207
H -1.237 3.284 1.201  0.372
H 2.684 -3.647 1.452  0.619
H 3.081 4.441 -0.773  0.532
H -3.410 -2.355 4.599  0.481
H 0.346 3.078 -2.635  0.553
H 1.711 -3.048 -1.827  0.387
H -1.354 -3.406 3.594  0.542
H -0.699 5.681 0.905  0.478
H -4.021 -0.031 3.909  0.438
H -2.593 1.128 2.254  0.375

- Frontier orbital gap (alpha / beta): 0.2291 / 0.2294 Ha
- Largest force on an atom: 0.6 eV/Å
- 2S+1: 4
- Expectation value of S²: 3.753
- HOMO level (alpha / beta): -0.3654 / -0.3656 Eh
- Energy relative to the best compared isomer or geometry (same formula, charge and spin): 61.6 kJ/mol
- Total charge: +1

***

3.
ORCA calculation (the ωB97M-V functional and the def2-TZVPD basis) on an isolated molecule of C3H5NO3S in a non-equilibrium geometry.

Last column: Mulliken charge in e.
Atoms and positions in Å:
S 0.770 0.388 -2.751  -0.292
O 0.319 1.042 -0.243  -0.235
O 0.978 -0.315 1.519  -0.335
O -2.335 -1.084 2.213  -0.416
N -1.275 -0.777 1.355  -0.271
C -0.218 -0.642 2.047  0.070
C 0.207 1.312 -1.516  -0.001
C 1.007 -0.188 0.142  -0.513
H -0.160 -0.728 3.124  0.409
H -3.088 -1.224 1.640  0.361
H -0.373 2.207 -1.671  0.331
H 2.051 -0.075 -0.158  0.419
H 0.500 -1.002 -0.349  0.473

- Frontier orbital gap: 0.3495 Ha
- Largest force on an atom: 1.5 eV/Å
- HOMO level: -0.3313 Eh
- Energy relative to the best compared isomer or geometry (same formula, charge and spin): 296.0 kJ/mol

***

4.
ORCA calculation (the ωB97M-V functional and the def2-TZVPD basis) on a cluster of 12 separate species, C5H33NO11 in total in a non-equilibrium geometry.

Last column: Mulliken charge in e.
Atoms and positions in Å:
O 1.644 -1.942 -2.690  -0.648
O 1.281 -2.101 1.295  -0.822
O -2.487 2.215 1.900  -0.648
O -1.438 1.403 -3.444  -0.776
O -0.919 -0.990 2.048  -0.516
O -3.025 1.461 -1.216  -0.621
O -1.518 -0.808 -2.366  -0.600
O -0.829 -0.502 4.568  -0.774
O 1.700 -0.229 3.583  -0.755
O -0.233 -3.924 0.222  -0.638
O -2.818 -2.760 1.604  -0.555
N 1.518 0.630 -2.659  -0.308
C 1.611 1.972 0.850  -0.644
C 1.353 1.803 -0.595  0.886
C 1.891 0.808 -1.306  0.417
C 0.317 2.684 -1.155  -1.467
C 2.816 -0.261 -0.608  -1.099
H -1.937 -0.547 -3.186  0.256
H 1.869 -0.147 -3.138  0.237
H -2.522 2.162 -1.645  0.276
H 1.721 -2.455 -3.496  0.258
H 2.715 2.353 0.819  0.375
H -1.470 0.745 -4.141  0.202
H -0.270 -3.398 -0.599  0.314
H -1.424 0.232 4.409  0.314
H 2.107 0.588 3.860  0.348
H -1.819 -0.161 -1.650  0.360
H 1.256 1.381 -3.246  0.394
H 0.472 -2.643 1.111  0.352
H 2.146 -0.912 0.113  0.071
H 1.557 -0.394 2.641  0.076
H -0.534 1.409 -3.088  0.288
H 3.395 0.298 0.124  0.594
H -3.375 -2.723 0.794  0.292
H -3.043 -1.846 1.837  0.263
H -2.987 2.127 1.073  0.313
H 0.312 2.969 -2.216  0.688
H 0.217 -4.727 -0.075  0.294
H -3.910 1.603 -1.555  0.283
H 3.295 -0.736 -1.486  0.355
H -2.000 1.363 1.963  0.344
H -1.210 -1.235 3.003  0.571
H 0.074 -0.292 4.223  0.461
H -0.694 2.379 -0.719  -0.062
H 1.618 -2.141 2.176  0.325
H -0.177 -0.452 2.319  0.075
H 0.229 3.682 -0.662  0.403
H 1.729 0.982 1.289  -0.349
H 1.047 2.691 1.503  0.293
H 0.749 -1.618 -2.386  0.304

- Frontier orbital gap: 0.2679 Ha
- Largest force on an atom: 3.4 eV/Å
- HOMO level: -0.2635 Eh
- Energy relative to the best compared isomer or geometry (same formula, charge and spin): 514.3 kJ/mol

***

5.
ORCA calculation (the ωB97M-V functional and the def2-TZVPD basis) on a structure of composition C42H64BILaN9O4S3.

Last column: Mulliken charge in e.
Atoms and positions in Å:
La -0.635 0.307 0.001  2.265
I -3.816 0.205 -2.602  -0.156
S -3.676 -4.186 -3.755  1.112
S -0.335 -1.857 -3.021  0.257
S 1.165 1.965 -2.675  -0.056
O -4.965 -3.682 -3.379  -0.643
O -3.474 -5.608 -3.779  -0.679
O 1.581 -1.021 -0.862  -0.621
O 2.023 -1.796 1.686  -0.789
N -2.493 -3.471 -2.852  -0.337
N -1.392 1.807 3.294  0.642
N -1.283 -0.773 3.502  0.480
N -1.041 -1.352 2.277  1.089
N 0.865 0.644 3.209  1.285
N 0.215 1.493 -5.089  -0.278
N -1.695 1.906 1.954  0.229
N 1.100 1.251 1.995  0.139
N 1.954 0.129 -4.417  0.055
C 2.137 3.337 0.250  -0.845
C 3.083 2.302 0.853  0.114
C -1.987 -1.632 4.285  -0.102
C -2.198 -2.782 3.551  -0.996
C 1.954 -0.757 -5.524  -0.088
C -0.439 -4.675 1.644  -1.598
C 2.404 1.506 1.935  -0.279
C 1.991 0.484 6.428  -1.393
C -3.165 -3.487 -5.295  -0.047
C -1.588 -2.575 2.326  -0.881
C -1.695 -2.746 -3.579  -0.500
C -2.524 -1.514 5.704  0.562
C -1.401 -2.069 -6.080  0.443
C 1.761 -0.318 -6.830  -0.044
C 1.639 -1.680 5.170  -1.182
C -2.234 -0.257 6.504  -1.204
C 3.041 0.989 3.071  -0.741
C 2.042 0.450 3.857  -0.496
C -3.062 -2.963 -7.599  -0.514
C 1.725 -1.239 -7.871  -0.652
C 2.165 -3.014 -6.324  -0.613
C -3.766 2.850 -0.192  -1.073
C 2.296 -0.296 5.150  -0.168
C -1.923 -2.196 -7.363  -0.938
C 2.194 -2.106 -5.281  -0.181
C -3.702 -3.624 -6.558  -0.820
C -3.032 3.266 6.067  -1.493
C -2.089 -2.735 6.526  -1.450
C 1.906 -2.590 -7.623  -0.528
C -1.671 3.425 5.369  0.219
C -2.041 -2.727 -5.044  0.058
C 3.744 1.413 -0.204  -1.095
C -1.026 -2.908 -0.033  -0.578
C -1.443 -3.586 1.243  0.350
C 1.104 1.141 -4.153  0.029
C -2.258 3.107 1.782  0.045
C -1.463 3.963 -0.419  -1.021
C -1.867 1.042 -2.180  -0.883
C -2.311 3.788 2.986  -1.033
C -2.680 3.689 0.469  0.243
C -0.508 2.954 6.235  -1.442
C -1.749 2.957 3.928  0.007
B -0.590 0.589 3.821  -0.241
H 4.352 2.018 -0.880  0.400
H 1.998 -2.310 4.352  0.232
H -1.758 4.439 -1.356  0.511
H -0.929 3.052 -0.694  -0.092
H -1.194 -0.233 6.835  0.157
H -3.774 3.924 5.610  0.418
H -0.752 4.614 0.094  0.357
H -1.297 0.694 -3.037  0.010
H -2.408 -3.677 6.082  0.419
H 1.147 -1.805 2.106  0.261
H -3.610 -1.576 5.585  0.661
H 1.698 0.739 -7.052  0.570
H 1.268 2.864 -0.212  -0.424
H -1.001 -2.759 6.625  0.247
H -2.021 2.114 -2.313  0.372
H 1.859 -3.307 -8.433  0.411
H -3.976 3.187 -1.207  0.454
H -2.950 3.527 7.125  0.434
H -0.699 1.988 6.691  0.078
H -0.414 -5.457 0.883  0.394
H 1.767 4.024 1.013  0.371
H -4.588 -4.222 -6.731  0.417
H 2.416 1.489 6.391  0.368
H -0.357 3.673 7.044  0.506
H -4.691 2.900 0.387  0.374
H -1.439 -1.692 -8.190  0.440
H 3.004 0.892 -0.810  -0.087
H 0.419 2.891 5.662  0.245
H -2.415 -4.063 1.101  0.653
H -2.692 4.785 3.152  0.540
H 2.562 -1.202 2.226  0.187
H -2.745 -3.660 3.856  0.606
H -2.435 0.643 5.937  -0.355
H -2.519 -2.671 7.527  0.442
H -3.452 -3.050 -8.605  0.400
H 2.635 3.909 -0.534  0.490
H 4.392 0.670 0.269  0.373
H -0.964 -3.594 -0.869  0.503
H -0.033 -2.467 0.098  -0.360
H 2.371 -2.445 -4.267  0.274
H 3.377 -0.447 5.139  0.569
H -2.865 -0.251 7.394  0.536
H -0.478 0.688 4.994  -0.831
H 2.432 -0.186 -3.586  0.158
H 2.426 -0.038 7.282  0.543
H 3.886 2.837 1.365  0.487
H 0.923 0.572 6.597  0.044
H -3.115 4.660 0.713  0.364
H -3.417 2.251 5.994  0.325
H 1.572 -0.885 -8.883  0.432
H 0.555 -1.601 5.085  0.039
H 1.198 -1.716 -1.435  0.054
H -0.706 -5.132 2.598  0.436
H -0.493 2.140 -4.783  0.328
H 2.325 -4.065 -6.115  0.391
H -0.511 -1.483 -5.878  0.489
H -1.758 -2.155 -0.353  0.107
H 1.871 -2.190 6.108  0.526
H -1.529 4.500 5.247  0.708
H 1.933 -1.449 -0.054  0.338
H -3.489 1.800 -0.255  -0.187
H 0.567 -4.256 1.735  0.302
H -0.009 0.871 -5.850  0.067
H 4.095 1.033 3.304  0.574

- Frontier orbital gap: 0.2845 Ha
- Largest force on an atom: 0.5 eV/Å
- HOMO level: -0.2789 Eh
- Energy relative to the best compared isomer or geometry (same formula, charge and spin): 218.0 kJ/mol

***

6.
ORCA calculation (the ωB97M-V functional and the def2-TZVPD basis) on a cluster of 3 separate species, C7H18N3O4S in total in a non-equilibrium geometry.

Last column: Mulliken charge in e.
Atoms and positions in Å:
S 1.013 3.786 -4.885  0.908
O -0.016 4.719 -5.569  -0.698
O -0.038 -2.464 0.813  -0.604
O 2.399 4.474 -4.969  -0.710
O 1.046 1.416 -1.290  -0.663
N 0.488 2.278 0.704  -0.128
N 1.133 2.185 -5.586  -0.668
N -1.300 -3.466 2.374  -0.150
C 0.960 -4.333 1.927  -1.314
C 0.362 1.335 -0.272  0.762
C -0.213 2.366 1.962  -0.879
C 0.653 3.530 -3.045  -0.537
C -0.624 0.219 -0.060  -1.162
C -0.146 -3.352 1.655  0.726
C -1.626 -4.429 3.398  -0.860
H -0.814 -5.133 3.583  0.332
H 0.528 2.346 2.765  0.282
H 1.172 2.994 0.484  0.256
H 0.210 2.441 -2.837  0.174
H -0.608 -0.449 -0.925  0.256
H -0.132 4.363 -2.752  0.236
H -1.994 -2.769 2.130  0.231
H 1.811 -4.111 1.275  0.288
H -0.351 -0.358 0.828  0.318
H 0.182 1.754 -5.460  0.129
H -2.517 -4.975 3.078  0.287
H -0.924 1.550 2.101  0.332
H 1.663 3.616 -2.459  0.178
H -0.744 3.321 1.988  0.291
H 1.290 -4.248 2.966  0.369
H 0.620 -5.350 1.716  0.368
H -1.853 -3.882 4.317  0.283
H -1.633 0.626 0.044  0.369

- Frontier orbital gap: 0.1804 Ha
- Largest force on an atom: 4.0 eV/Å
- HOMO level: -0.1135 Eh
- Total charge: -1

***

What is the formula in the sixth record?
C7H18N3O4S